Entry 1:
C2H3F3N2 | ωB97M-V with the def2-TZVPD basis set

Last column: natural (NBO) charge in e.
Geometry (Å):
1 C -1.88124 -0.27917 -0.02959  -0.477
2 C 1.85299 0.34436 0.11496  1.035
3 N -0.59016 0.00638 0.36792  -0.123
4 N 0.29664 0.22877 -0.47225  -0.183
5 F 2.47862 -0.83705 -0.04550  -0.316
6 F 1.99227 0.80365 1.32584  -0.297
7 F 2.44144 1.23147 -0.69677  -0.321
8 H -2.36530 0.24894 -0.86581  0.222
9 H -2.55275 -0.41025 0.80923  0.221
10 H -1.67252 -1.33711 -0.50803  0.238

Summary:
**Energy relative to the best compared isomer or geometry (same formula, charge and spin)**: 2.086 eV
**SMILES**: C/N=N/C(F)(F)F

***

Entry 2:
C20H31AuO3 | ωB97M-V with the def2-TZVPD basis set

Last column: Mulliken spin population.
Geometry (Å):
1 O -0.39172 -0.33250 -2.02257  0.043
2 C -0.62979 0.81727 -2.91384  -0.001
3 C -0.29273 0.03195 -4.16494  0.001
4 H 0.06040 1.63500 -2.68630  -0.002
5 H -1.67574 1.14390 -2.89208  -0.001
6 C -0.24556 -1.18452 -3.21871  0.005
7 H 0.69118 0.26468 -4.57131  0.000
8 H -1.05923 -0.01650 -4.93408  0.000
9 C 1.07012 -1.93005 -3.29836  0.000
10 H 1.89374 -1.33826 -2.88377  0.000
11 H 1.27793 -2.14470 -4.35645  0.000
12 H 0.99330 -2.88369 -2.76866  0.000
13 C -1.44439 -2.10406 -3.36758  0.006
14 H -2.37585 -1.58047 -3.11985  -0.001
15 H -1.33089 -2.95513 -2.68813  -0.002
16 H -1.50620 -2.49103 -4.39543  0.000
17 Au -0.43527 -0.63198 0.41510  0.250
18 C -2.51730 -0.73824 3.23215  0.366
19 C -1.72441 0.51338 2.92786  0.053
20 C -1.86718 0.61772 1.40066  0.070
21 H -2.22800 1.38770 3.39086  0.039
22 C -2.85862 -0.33648 0.99162  0.369
23 C -3.20630 -1.14803 2.12419  -0.065
24 H -3.91686 -1.96674 2.14959  -0.004
25 H -2.52324 -1.20196 4.21770  -0.003
26 H -1.76831 1.59710 0.94201  -0.016
27 H -3.38138 -0.37675 0.03398  0.031
28 C 0.84554 -2.70316 2.86416  -0.020
29 C 0.34311 -3.32768 1.70120  0.331
30 C 0.74927 -2.54999 0.55317  0.130
31 H -0.20356 -4.27477 1.68862  -0.007
32 C 1.54410 -1.39875 1.06866  0.061
33 C 1.56037 -1.54580 2.50287  0.362
34 H 2.08636 -0.88588 3.18666  -0.009
35 H 0.77128 -3.08484 3.88593  0.007
36 H 0.72531 -2.87798 -0.48915  0.024
37 H 2.28248 -0.81931 0.50829  0.007
38 O 3.03876 3.24932 -1.25101  0.000
39 C 2.70444 2.32033 -0.21655  0.003
40 C 1.17423 2.30641 -0.04634  -0.019
41 H 3.21405 2.59276 0.73297  0.000
42 H 3.10133 1.35564 -0.57647  0.000
43 C 0.72033 3.67730 -0.61978  0.003
44 H 0.84639 2.15455 0.98719  -0.018
45 H 0.77646 1.46428 -0.65009  0.034
46 C 1.86965 4.05665 -1.57105  0.000
47 H 0.69883 4.38735 0.21834  -0.001
48 H -0.26792 3.66912 -1.09406  0.001
49 H 2.10523 5.12979 -1.47606  0.000
50 H 1.57463 3.87820 -2.62376  0.000
51 C -0.18196 0.10017 4.69538  0.025
52 O -0.35469 0.45359 3.32177  -0.046
53 H 0.85314 -0.25827 4.77872  0.000
54 H -0.86558 -0.70363 5.03560  -0.013
55 H -0.31926 0.98700 5.34113  0.005

Summary:
**Energy relative to the best compared isomer or geometry (same formula, charge and spin)**: 0.000 eV
**Multiplicity**: 3

***

Entry 3:
C9H17Cl2NO2Ru | ωB97M-V with the def2-TZVPD basis set

Last column: Mulliken spin population.
Geometry (Å):
1 Ru 1.05731 -0.19462 -0.01915  3.299
2 Cl -0.54287 -1.80108 -0.30074  0.230
3 Cl 1.61539 1.70597 1.12915  0.219
4 C 2.65284 -0.98789 -0.23627  0.905
5 H 3.61993 -0.41455 -0.27863  0.014
6 H 2.78199 -1.73511 -1.05588  0.013
7 C -0.27020 1.41327 -1.23120  0.531
8 C 0.81497 0.86777 -1.79128  -0.204
9 H -0.15772 2.30837 -0.62299  0.001
10 C 0.77960 -0.16611 -2.92790  0.001
11 H 1.80965 1.28540 -1.60480  0.047
12 C -0.53385 -0.01771 -3.70918  0.025
13 H 1.64667 -0.03109 -3.59340  -0.016
14 H 0.89623 -1.16485 -2.46367  -0.016
15 C -1.71161 -0.03181 -2.73919  -0.002
16 H -0.51769 0.94473 -4.23228  -0.002
17 H -0.62742 -0.76395 -4.51414  0.000
18 C -1.64447 0.98906 -1.56514  -0.030
19 H -2.65630 0.11319 -3.27846  -0.001
20 H -1.71182 -1.01154 -2.24925  0.009
21 H -2.30008 1.82734 -1.79592  0.021
22 H -2.11001 0.57274 -0.66287  0.018
23 N -0.77404 0.14675 4.79460  0.034
24 C 0.15452 -0.82660 4.19506  0.030
25 C -0.10810 -0.64818 2.68810  -0.045
26 O 0.84897 -1.07749 1.96760  -0.076
27 O -1.16560 -0.08996 2.35065  0.019
28 H -0.34103 1.07300 4.78517  -0.009
29 H -0.97463 -0.02919 5.77577  -0.019
30 H -1.62348 0.17814 4.19263  -0.001
31 H 1.18430 -0.59699 4.46968  0.003
32 H -0.09146 -1.83705 4.52394  0.003

Summary:
**Energy relative to the best compared isomer or geometry (same formula, charge and spin)**: 0.026 eV
**Charge**: -1
**Multiplicity**: 6

***

Entry 4:
C6H16NO | ωB97M-V with the def2-TZVPD basis set

Last column: Mulliken spin population.
Geometry (Å):
1 C -1.47775 -0.34874 -1.15703  0.003
2 C -0.63505 0.64827 -0.32948  0.037
3 C 0.32396 -0.10788 0.59432  0.094
4 C 1.37461 1.14723 2.60670  0.503
5 C 1.24697 0.87476 1.26005  0.186
6 C 2.24424 1.45779 0.36211  0.015
7 N -0.61224 -0.66866 -2.39238  0.001
8 H -2.51500 0.02637 -1.31103  0.000
9 H -1.62415 -1.32112 -0.61348  0.000
10 H -0.15484 1.39674 -0.93766  -0.005
11 H -1.34169 1.25858 0.31707  -0.002
12 H -0.20183 -0.72510 1.34762  -0.001
13 H 0.95691 -0.76862 0.00718  0.018
14 H 1.00031 0.55609 3.41907  0.036
15 H 1.90609 2.06971 2.83389  0.025
16 H 2.21549 0.95056 -0.63506  -0.003
17 H 2.11490 2.58311 0.21072  0.053
18 H 3.27211 1.33777 0.68056  0.040
19 H -0.26454 0.15294 -2.87082  0.000
20 H 0.06181 -1.36857 -2.17391  0.001
21 H -1.35355 -1.03850 -3.04222  0.000
22 H -2.86357 -3.02486 0.24823  0.000
23 H -1.47027 -2.70435 1.05656  0.000
24 O -2.20296 -2.38351 0.51898  0.000

Summary:
**Energy relative to the best compared isomer or geometry (same formula, charge and spin)**: 1.288 eV
**Charge**: +2
**Multiplicity**: 2

***

Look up the energy relative to the best compared isomer or geometry (same formula, charge and spin) of the first one.
2.086 eV

***

What did the second record say?
C20H31AuO3 | ωB97M-V with the def2-TZVPD basis set

Last column: Mulliken spin population.
Geometry (Å):
1 O -0.39172 -0.33250 -2.02257  0.043
2 C -0.62979 0.81727 -2.91384  -0.001
3 C -0.29273 0.03195 -4.16494  0.001
4 H 0.06040 1.63500 -2.68630  -0.002
5 H -1.67574 1.14390 -2.89208  -0.001
6 C -0.24556 -1.18452 -3.21871  0.005
7 H 0.69118 0.26468 -4.57131  0.000
8 H -1.05923 -0.01650 -4.93408  0.000
9 C 1.07012 -1.93005 -3.29836  0.000
10 H 1.89374 -1.33826 -2.88377  0.000
11 H 1.27793 -2.14470 -4.35645  0.000
12 H 0.99330 -2.88369 -2.76866  0.000
13 C -1.44439 -2.10406 -3.36758  0.006
14 H -2.37585 -1.58047 -3.11985  -0.001
15 H -1.33089 -2.95513 -2.68813  -0.002
16 H -1.50620 -2.49103 -4.39543  0.000
17 Au -0.43527 -0.63198 0.41510  0.250
18 C -2.51730 -0.73824 3.23215  0.366
19 C -1.72441 0.51338 2.92786  0.053
20 C -1.86718 0.61772 1.40066  0.070
21 H -2.22800 1.38770 3.39086  0.039
22 C -2.85862 -0.33648 0.99162  0.369
23 C -3.20630 -1.14803 2.12419  -0.065
24 H -3.91686 -1.96674 2.14959  -0.004
25 H -2.52324 -1.20196 4.21770  -0.003
26 H -1.76831 1.59710 0.94201  -0.016
27 H -3.38138 -0.37675 0.03398  0.031
28 C 0.84554 -2.70316 2.86416  -0.020
29 C 0.34311 -3.32768 1.70120  0.331
30 C 0.74927 -2.54999 0.55317  0.130
31 H -0.20356 -4.27477 1.68862  -0.007
32 C 1.54410 -1.39875 1.06866  0.061
33 C 1.56037 -1.54580 2.50287  0.362
34 H 2.08636 -0.88588 3.18666  -0.009
35 H 0.77128 -3.08484 3.88593  0.007
36 H 0.72531 -2.87798 -0.48915  0.024
37 H 2.28248 -0.81931 0.50829  0.007
38 O 3.03876 3.24932 -1.25101  0.000
39 C 2.70444 2.32033 -0.21655  0.003
40 C 1.17423 2.30641 -0.04634  -0.019
41 H 3.21405 2.59276 0.73297  0.000
42 H 3.10133 1.35564 -0.57647  0.000
43 C 0.72033 3.67730 -0.61978  0.003
44 H 0.84639 2.15455 0.98719  -0.018
45 H 0.77646 1.46428 -0.65009  0.034
46 C 1.86965 4.05665 -1.57105  0.000
47 H 0.69883 4.38735 0.21834  -0.001
48 H -0.26792 3.66912 -1.09406  0.001
49 H 2.10523 5.12979 -1.47606  0.000
50 H 1.57463 3.87820 -2.62376  0.000
51 C -0.18196 0.10017 4.69538  0.025
52 O -0.35469 0.45359 3.32177  -0.046
53 H 0.85314 -0.25827 4.77872  0.000
54 H -0.86558 -0.70363 5.03560  -0.013
55 H -0.31926 0.98700 5.34113  0.005

Summary:
**Energy relative to the best compared isomer or geometry (same formula, charge and spin)**: 0.000 eV
**Multiplicity**: 3